Here is one molecule with the formula C4H10S2 from the OMol25 dataset. Energies are from wB97M-V/def2-TZVPD.

Atoms and positions in Å:
1 C 0.059 2.807 -0.581
2 C 0.928 1.623 -0.952
3 S -0.034 0.201 -1.536
4 S -1.139 -0.207 0.184
5 C -0.951 -2.002 0.290
6 C 0.108 -2.425 1.290
7 H 0.626 3.684 -0.274
8 H -0.611 3.027 -1.417
9 H -0.562 2.526 0.272
10 H 1.642 1.842 -1.748
11 H 1.536 1.301 -0.106
12 H -0.784 -2.495 -0.662
13 H -1.953 -2.346 0.560
14 H 0.209 -3.507 1.374
15 H 1.065 -1.985 1.017
16 H -0.137 -2.044 2.288

Summary:
HOMO (eV): -8.14
SMILES string: CCSSCC
2S+1: 1
Orbital gap (eV): 8.9

Here is a 2-piece molecular cluster, C6H12O overall in a non-equilibrium geometry from the OMol25 dataset. Energies are from wB97M-V/def2-TZVPD.

Atoms and positions in Å:
1 C 0.050 0.723 -1.734
2 C 0.717 0.833 -0.350
3 C -0.165 1.450 0.670
4 O -0.786 0.420 1.396
5 C -0.164 -0.876 1.104
6 C -1.227 -1.791 0.517
7 C 1.058 -0.555 0.213
8 H -0.239 1.726 -2.060
9 H -0.849 0.092 -1.745
10 H 0.772 0.302 -2.439
11 H 1.480 1.618 -0.453
12 H -0.025 2.272 1.332
13 H -0.150 2.756 -0.376
14 H 0.178 -1.322 2.055
15 H -2.053 -1.903 1.228
16 H -0.832 -2.789 0.297
17 H -1.628 -1.363 -0.404
18 H 1.189 -1.309 -0.571
19 H 1.976 -0.524 0.807

Summary:
HOMO (eV): -8.13
2S+1: 1
Orbital gap (eV): 8.8

Here is C14H13LiN4O2 as an isolated structure in a non-equilibrium geometry from the OMol25 dataset. Energies are from wB97M-V/def2-TZVPD.

Atoms and positions in Å:
1 Li -1.502 1.256 0.119
2 N -1.286 -1.784 3.208
3 C -2.573 -1.432 3.596
4 C -3.030 -0.672 2.549
5 N -2.067 -0.423 1.598
6 C -1.036 -1.227 1.996
7 C -0.558 2.406 -1.948
8 N 0.119 3.283 -1.109
9 C 0.964 3.917 -1.854
10 C 0.885 3.500 -3.181
11 N -0.070 2.572 -3.273
12 H -0.619 -2.362 3.750
13 H -3.053 -1.667 4.544
14 H -3.983 -0.157 2.578
15 H 1.604 4.706 -1.404
16 H 1.603 3.740 -4.007
17 H -0.451 1.980 -4.024
18 C 2.551 0.965 0.339
19 C 1.086 0.488 0.411
20 O 0.193 1.204 0.895
21 C 0.661 -0.935 0.142
22 C 0.926 -1.375 -1.142
23 C 0.644 -2.687 -1.471
24 C 0.173 -3.509 -0.423
25 C -0.133 -3.039 0.814
26 C -0.021 -1.676 1.065
27 O -1.337 1.538 -1.580
28 H 2.494 1.919 0.948
29 H 2.872 1.186 -0.654
30 H 3.237 0.289 0.802
31 H 1.404 -0.802 -1.909
32 H 0.825 -3.078 -2.425
33 H -0.044 -4.547 -0.635
34 H -0.478 -3.578 1.685

Summary:
HOMO (eV): -5.58
2S+1: 1
Orbital gap (eV): 5.5

Here is one molecule with the formula C16H25NO from the OMol25 dataset. Energies are from wB97M-V/def2-TZVPD.

Atoms and positions in Å:
1 C 3.705 -2.721 1.876
2 O 3.107 -1.896 0.910
3 C 2.777 -2.440 -0.301
4 C 2.937 -3.781 -0.625
5 C 2.569 -4.244 -1.878
6 C 2.043 -3.378 -2.816
7 C 1.889 -2.040 -2.495
8 C 2.250 -1.551 -1.251
9 C 2.050 -0.106 -0.902
10 H 2.084 0.509 -1.802
11 H 2.839 0.221 -0.224
12 C 0.692 0.107 -0.221
13 N 0.499 1.524 0.029
14 H 1.133 1.812 0.766
15 C -0.856 1.976 0.331
16 C -1.636 2.060 -0.992
17 C -3.160 2.094 -0.874
18 C -3.696 3.020 0.219
19 C -3.850 2.316 1.566
20 H -4.412 1.390 1.414
21 C -2.532 1.993 2.264
22 H -2.761 1.450 3.185
23 C -1.557 1.160 1.433
24 H -0.783 0.784 2.109
25 H -2.066 0.295 1.006
26 H -2.040 2.926 2.552
27 H -4.441 2.949 2.233
28 H -3.047 3.891 0.324
29 H -4.683 3.382 -0.082
30 H -3.542 1.087 -0.695
31 H -3.553 2.414 -1.842
32 H -1.293 2.956 -1.512
33 H -1.364 1.210 -1.618
34 H -0.734 2.997 0.713
35 H -0.098 -0.245 -0.889
36 H 0.654 -0.507 0.692
37 H 1.483 -1.354 -3.225
38 H 1.757 -3.739 -3.792
39 H 2.698 -5.291 -2.113
40 H 3.345 -4.477 0.091
41 H 3.035 -3.529 2.190
42 H 3.909 -2.075 2.730
43 H 4.646 -3.150 1.516

Summary:
HOMO (eV): -8.33
SMILES string: COc1ccccc1CCNC1CCCCCC1
2S+1: 1
Orbital gap (eV): 9.2

Here is C25H23ClN2PTb as an isolated structure in a non-equilibrium geometry from the OMol25 dataset. Energies are from wB97M-V/def2-TZVPD.

Atoms and positions in Å:
1 Tb -0.429 -0.775 0.730
2 Cl 0.605 0.690 2.430
3 P 0.709 1.390 -0.873
4 C -0.728 0.535 -1.617
5 C -0.542 -0.420 -2.634
6 C -1.590 -1.274 -2.965
7 C -2.776 -1.256 -2.227
8 C -2.971 -0.330 -1.194
9 C -1.974 0.612 -0.905
10 C 0.395 3.133 -1.157
11 C 1.134 4.059 -0.390
12 C 0.860 5.418 -0.508
13 C -0.168 5.858 -1.357
14 C -0.904 4.938 -2.116
15 C -0.630 3.573 -2.015
16 C 2.216 0.971 -1.762
17 C 3.212 0.217 -1.103
18 C 4.315 -0.234 -1.820
19 C 4.448 0.091 -3.180
20 C 3.485 0.882 -3.818
21 C 2.374 1.341 -3.107
22 H 1.883 3.693 0.314
23 H 1.434 6.140 0.078
24 H -0.412 6.922 -1.414
25 H -1.710 5.275 -2.772
26 H -1.232 2.847 -2.569
27 H 0.402 -0.452 -3.178
28 H -1.478 -1.953 -3.813
29 H -3.572 -1.958 -2.486
30 H -3.911 -0.318 -0.634
31 H -2.162 1.419 -0.184
32 H 3.085 -0.041 -0.046
33 H 5.076 -0.843 -1.323
34 H 5.310 -0.272 -3.741
35 H 3.588 1.142 -4.875
36 H 1.623 1.971 -3.589
37 H 0.963 -1.755 -0.082
38 H 1.388 -1.150 0.491
39 N -0.115 -4.507 3.125
40 C 0.106 -3.669 2.096
41 N -0.557 -2.512 2.306
42 C -1.131 -2.581 3.589
43 C -2.022 -1.706 4.223
44 C -2.802 -2.228 5.266
45 C -2.671 -3.569 5.671
46 C -1.689 -4.401 5.102
47 C -0.906 -3.864 4.096
48 H 0.274 -5.441 3.225
49 H 0.682 -3.937 1.216
50 H -2.074 -0.671 3.884
51 H -3.533 -1.595 5.776
52 H -3.334 -3.962 6.445
53 H -1.543 -5.444 5.394

Summary:
HOMO (alpha / beta) (eV): -14.01 / -14.02
2S+1: 7
Orbital gap (alpha / beta) (eV): 6.0 / 6.2
Total charge: +2
⟨S²⟩: 12.68

Here is a 2-piece molecular cluster, C8H14ClN2O overall in a non-equilibrium geometry from the OMol25 dataset. Energies are from wB97M-V/def2-TZVPD.

Atoms and positions in Å:
1 C 3.977 0.597 0.082
2 C 3.246 -0.410 -0.160
3 C -0.689 -1.589 0.142
4 C -3.036 -0.738 -0.320
5 C -0.990 0.574 -0.650
6 C -3.601 0.557 0.267
7 C -1.624 1.712 0.200
8 C 5.563 0.719 -0.011
9 N -1.582 -0.736 -0.240
10 N -0.875 -2.805 0.595
11 O -2.951 1.722 -0.179
12 Cl 1.908 -1.291 -0.066
13 H 3.524 1.670 0.330
14 H -3.506 -1.534 0.207
15 H -3.405 -0.759 -1.459
16 H -1.323 0.780 -1.624
17 H 0.085 0.548 -0.606
18 H -4.627 0.523 0.029
19 H -3.580 0.480 1.435
20 H -1.488 1.559 1.277
21 H -1.130 2.606 -0.367
22 H 5.778 1.111 -1.005
23 H 5.935 1.510 0.856
24 H 6.185 -0.180 0.010
25 H -0.052 -3.299 0.755
26 H -1.740 -3.325 0.501

Summary:
HOMO (alpha / beta) (eV): -12.59 / -11.64
2S+1: 1
Orbital gap (alpha / beta) (eV): 7.7 / 5.7
Total charge: +1